Record 1
28
Properties=species:S:1:pos:R:3:lowdin_charge:R:1 method="wB97M-V/def2-TZVPD" gap_ha=0.3431 max_force_ev_per_a=6.3 total_energy_ha=-612.28692 de_lowest_kj_mol=349.20 total_charge=+1
C -1.2624 2.4163 3.7460 0.163
C -1.0424 -3.4373 3.0206 0.032
C -0.8027 1.5691 3.0307 -0.108
C -0.5085 -0.2668 -3.8842 -0.041
C -1.4298 -1.0011 -3.0842 -0.016
C 0.6743 0.2013 -3.4049 -0.018
C -1.2645 -0.8191 -1.7270 -0.047
C 0.8824 0.3019 -2.0428 -0.189
C -0.1414 -0.2143 -1.2576 -0.034
C 2.0898 0.7367 -1.3073 -0.070
C 1.4851 1.1181 0.1311 -0.079
C 0.3638 0.2027 0.3622 -0.087
C 0.0502 0.4603 2.7824 -0.141
N -0.8297 -2.5808 2.2778 0.086
N -0.2295 -0.1144 1.4058 0.100
H -2.0506 3.0935 3.9058 0.043
H -1.1906 -4.2960 3.6997 0.101
H -0.6505 -0.0093 -4.8970 0.106
H -2.3128 -1.2144 -3.6273 0.105
H 1.2489 0.6898 -4.1053 0.101
H -2.0082 -1.1890 -1.0303 0.118
H 2.8407 0.0568 -1.0081 0.108
H 2.6697 1.5972 -1.6759 0.135
H 2.2195 1.1203 0.9538 0.135
H 1.0405 2.0787 -0.0768 0.144
H -0.0539 -0.3138 3.5034 0.109
H 1.0773 0.7954 2.8903 0.130
H -0.8644 -0.9816 1.4189 0.115

Record 2
7
Properties=species:S:1:pos:R:3:lowdin_charge:R:1 method="wB97M-V/def2-TZVPD" gap_ha=0.4147 max_force_ev_per_a=3.2 total_energy_ha=-2971.77610 de_lowest_kj_mol=47.82
C -1.4694 0.6493 0.0424 -0.832
N -0.4835 0.9848 0.5582 0.100
N 1.4093 -0.3027 0.0555 -0.388
O 1.9644 -0.5950 1.0026 0.236
O 1.4168 0.4236 -0.8218 0.182
F 0.2338 -1.3792 -0.2808 -0.159
Br -3.0714 0.2192 -0.5562 0.863

Record 3
116
Properties=species:S:1:pos:R:3:lowdin_charge:R:1 method="wB97M-V/def2-TZVPD" spin_multiplicity=4 gap_ha="0.2820 / 0.1954" max_force_ev_per_a=0.6 total_energy_ha=-10522.07361 s2=3.969 de_lowest_kj_mol=30.94 total_charge=-1
Cr -0.2421 0.3343 -0.6722 0.432
C -0.1533 -2.4424 -4.4141 -0.189
C -1.0326 -1.2005 -4.4343 -0.355
Ge -1.0037 0.3318 -3.1347 0.890
C 0.0737 1.7647 -3.9978 -0.353
C -0.4396 2.1773 -5.3723 -0.181
C -2.8393 0.9788 -3.3834 -0.246
C -3.3967 1.7294 -2.4312 -0.359
Ge -2.2653 1.9579 -0.8139 0.965
C -3.4680 1.8369 0.7776 -0.358
C -4.9609 1.6503 0.4973 -0.213
C -1.5074 3.8020 -0.9600 -0.346
C -1.9273 4.8001 0.1126 -0.180
C -4.6807 2.4279 -2.6574 -0.254
C -5.7436 1.7912 -3.3050 -0.048
C -6.9415 2.4482 -3.5349 -0.097
C -7.1080 3.7648 -3.1260 -0.112
C -6.0643 4.4090 -2.4775 -0.091
C -4.8720 3.7437 -2.2376 -0.049
H -0.4128 -3.1063 -5.2453 0.062
H -0.2576 -3.0128 -3.4932 0.038
H 0.9046 -2.1993 -4.5101 0.055
H -2.0859 -1.4996 -4.4278 0.033
H -0.8843 -0.6888 -5.3927 0.045
H 1.1171 1.4452 -4.0475 0.048
H 0.0501 2.6158 -3.3140 0.048
H -0.4081 1.3567 -6.0938 0.051
H 0.1551 2.9938 -5.7945 0.061
H -1.4743 2.5250 -5.3215 0.058
H -3.3332 0.8783 -4.3546 0.068
H -3.2968 2.7405 1.3677 0.053
H -3.1073 1.0155 1.3923 0.003
H -5.4608 2.5998 0.3013 0.062
H -5.4685 1.1880 1.3499 0.057
H -5.1486 1.0229 -0.3768 0.028
H -1.7922 4.1577 -1.9555 0.056
H -0.4211 3.7167 -0.9610 0.031
H -3.0117 4.9467 0.1511 0.052
H -1.4749 5.7806 -0.0594 0.067
H -1.6102 4.4694 1.1017 0.054
H -5.6291 0.7566 -3.6051 0.110
H -7.7534 1.9274 -4.0292 0.095
H -8.0442 4.2793 -3.3053 0.091
H -6.1790 5.4354 -2.1492 0.098
H -4.0721 4.2610 -1.7221 0.088
F 0.8927 0.7506 1.6725 -0.059
C -0.4278 1.0959 1.3258 -0.540
F -0.5936 2.3507 1.7735 0.061
F -1.1576 0.3175 2.2107 -0.018
F 0.8538 -2.3651 -1.5939 0.018
C 1.1352 -1.0262 -1.6094 -0.540
F 2.1278 -0.9235 -0.6133 -0.058
F 1.8282 -0.8315 -2.7635 0.024
O 3.0692 5.4890 0.5149 -0.307
S 3.2034 4.0752 0.7421 0.629
O 3.6984 3.6480 2.0257 -0.312
N 1.8309 3.2853 0.3645 0.007
C 2.0109 2.4557 -0.6294 -0.476
O 1.1512 1.6753 -1.1314 -0.140
C 3.3985 2.4667 -1.2197 -0.128
C 3.9017 1.7175 -2.2686 0.007
C 5.2393 1.8924 -2.6028 -0.068
C 6.0449 2.7872 -1.9033 -0.081
C 5.5343 3.5349 -0.8471 -0.039
C 4.2042 3.3497 -0.5334 -0.217
H 3.2660 1.0173 -2.7916 0.101
H 5.6656 1.3220 -3.4187 0.101
H 7.0848 2.9020 -2.1837 0.098
H 6.1517 4.2301 -0.2938 0.117
Cl -2.9748 -2.7568 -1.7599 0.668
C -3.0279 -2.6673 0.0013 -1.464
Cl -3.6004 -4.2165 0.6499 0.601
Cl -4.1240 -1.3773 0.5094 0.718
C -1.6019 -2.3072 0.5247 -0.771
O -1.1036 -3.0376 1.3987 -0.189
O -1.1165 -1.2844 0.0337 -0.156
C -1.5264 -1.8779 4.5183 -0.202
Si 0.3298 -1.6676 4.5000 0.357
C 0.8791 0.0818 4.8637 -0.200
C 1.1227 -2.8472 5.7414 -0.222
Sb 1.2190 -2.3746 2.2170 1.225
Si 1.2294 -4.9094 2.2460 0.337
C -0.3252 -5.5497 3.0676 -0.208
C 1.2999 -5.4404 0.4523 -0.211
C 2.7416 -5.5449 3.1665 -0.223
Si 3.6821 -1.5783 2.0854 0.369
C 4.4233 -2.0261 3.7592 -0.221
C 3.8283 0.2518 1.7806 -0.195
C 4.4955 -2.6098 0.7492 -0.211
H -1.8698 -1.8660 5.5572 0.034
H -1.8285 -2.8232 4.0645 0.022
H -2.0172 -1.0721 3.9732 0.026
H 0.3701 0.4232 5.7702 0.037
H 0.6277 0.7648 4.0534 0.015
H 1.9549 0.1418 5.0416 0.027
H 0.9522 -2.4550 6.7488 0.032
H 2.2007 -2.9468 5.6026 0.008
H 0.6779 -3.8424 5.6885 0.014
H -1.2146 -5.1618 2.5707 0.006
H -0.3756 -5.2919 4.1265 0.017
H -0.3222 -6.6416 2.9883 0.034
H 0.4511 -5.0420 -0.1060 0.029
H 1.2756 -6.5320 0.3848 0.032
H 2.2109 -5.0869 -0.0346 0.026
H 2.7455 -5.2497 4.2172 0.019
H 3.6767 -5.2135 2.7125 0.012
H 2.7212 -6.6388 3.1252 0.031
H 3.9834 -1.4546 4.5779 0.018
H 5.4881 -1.7739 3.7124 0.034
H 4.3360 -3.0885 3.9912 0.010
H 3.1367 0.8626 2.3585 0.026
H 3.6654 0.4806 0.7275 0.023
H 4.8444 0.5583 2.0493 0.048
H 4.4357 -3.6793 0.9621 0.012
H 5.5535 -2.3395 0.6822 0.035
H 4.0282 -2.4201 -0.2170 0.023

Record 4
61
Properties=species:S:1:pos:R:3:lowdin_charge:R:1 method="wB97M-V/def2-TZVPD" spin_multiplicity=4 gap_ha="0.3076 / 0.2623" max_force_ev_per_a=1.9 total_energy_ha=-4275.84481 s2=3.776 de_lowest_kj_mol=121.23 total_charge=+1
Re 0.1785 -0.1345 0.1166 1.732
C 4.3556 -3.1344 -0.6255 -0.038
C 3.1122 -2.3072 -0.3077 -0.582
O 2.4133 -2.7667 0.8456 -0.058
P 3.5195 -0.5467 -0.0147 0.538
O 4.4352 -0.0032 -1.1501 -0.045
O 4.4541 -0.4606 1.2333 -0.046
O 2.2428 0.2533 0.1812 -0.373
P 1.8627 -2.4390 -1.6517 0.419
O 2.6823 -1.7100 -2.8314 -0.130
O 1.4668 -3.8051 -2.0013 -0.226
O 0.6971 -1.4694 -1.2689 -0.424
H 5.0749 -3.0579 0.1927 0.097
H 4.8437 -2.7945 -1.5379 0.091
H 4.0582 -4.1743 -0.7517 0.100
H 3.0405 -2.9737 1.5482 0.117
H 4.0477 -0.0737 -2.0486 0.091
H 3.9365 -0.3934 2.0651 0.078
H 2.5692 -2.1882 -3.6706 0.117
C -0.3610 3.7188 1.6459 -0.063
C -1.5296 2.9112 1.1623 -0.587
N -1.5226 1.6558 0.7845 -0.017
C -2.7789 1.2276 0.4081 -0.339
C -3.7479 2.1652 0.4754 -0.314
S -3.0873 3.6267 1.0430 1.138
C -2.9235 -0.1840 0.0736 -0.301
C -4.0668 -0.8742 -0.0832 -0.301
S -3.7274 -2.5362 -0.2332 1.176
C -2.0608 -2.2666 -0.0954 -0.564
N -1.7747 -0.9713 0.0318 -0.076
C -1.1378 -3.4415 -0.0976 -0.062
H 0.5313 3.1064 1.6963 0.058
H -0.5604 4.1103 2.6444 0.094
H -0.1847 4.5707 0.9874 0.089
H -4.8011 2.0677 0.2423 0.093
H -5.0789 -0.4944 -0.0694 0.096
H -1.6899 -4.3341 0.1898 0.090
H -0.3131 -3.3013 0.5993 0.071
H -0.7126 -3.6131 -1.0856 0.072
F 0.3706 -1.2538 5.1606 0.182
C 0.1013 -0.1976 4.4234 -0.691
F -1.2044 -0.1313 4.1738 0.157
F 0.5042 0.9069 5.0309 0.173
S 0.9830 -0.3241 2.8339 0.578
O 2.3572 -0.5572 3.1761 -0.246
O 0.3083 -1.3966 2.0653 -0.370
O 0.6448 0.9484 2.1602 -0.393
Cl 4.9258 3.4764 -3.6260 0.696
C 3.4329 2.7828 -3.0860 -0.679
C 2.7746 3.3254 -1.9964 -0.087
C 1.5863 2.7552 -1.5691 -0.044
C 1.0404 1.6397 -2.1986 -0.301
C -0.2248 1.0016 -1.6892 -0.187
C 1.7113 1.1296 -3.3035 -0.061
C 2.8997 1.6945 -3.7528 -0.111
H 3.1926 4.1883 -1.4920 0.113
H 1.0684 3.1839 -0.7156 0.099
H -0.6383 0.3062 -2.4147 0.073
H -0.9617 1.7639 -1.4553 0.061
H 1.2880 0.2807 -3.8303 0.113
H 3.4086 1.3048 -4.6289 0.115

Record 5
26
Properties=species:S:1:pos:R:3:lowdin_charge:R:1 method="wB97M-V/def2-TZVPD" spin_multiplicity=5 gap_ha="0.3102 / 0.1853" max_force_ev_per_a=3.3 total_energy_ha=-612.44318 s2=6.029 de_lowest_kj_mol=70.91 total_charge=+2
Ru 0.2335 -0.5080 0.6504 1.288
C 0.4688 0.4475 -3.2688 -0.023
H 0.9769 0.5231 -2.2941 -0.058
H -0.4635 0.9742 -3.0619 0.036
H 0.3674 -0.6213 -3.4422 0.035
H 1.0126 0.9931 -4.0549 0.055
H -1.0009 -1.2225 -0.0297 0.025
B 1.8140 0.5310 3.1643 -0.263
N 2.1747 1.1611 1.7597 -0.013
C 3.2965 1.8824 1.5853 0.007
C 3.3728 2.2842 0.2430 0.081
C 2.2667 1.7492 -0.4137 0.020
N 1.5055 1.0573 0.5037 -0.118
N 0.3740 -0.1175 3.3800 -0.048
C -0.1883 -0.5829 4.5075 0.017
C -1.4477 -1.1096 4.2307 0.023
C -1.6616 -0.9960 2.8688 -0.027
N -0.5587 -0.3201 2.3556 -0.207
H 1.8804 1.4338 3.9959 0.157
H 2.6396 -0.3582 3.3835 0.160
H 3.9522 2.0891 2.4257 0.164
H 4.1382 2.8475 -0.2287 0.135
H 1.9203 1.7941 -1.4519 0.123
H 0.3941 -0.4582 5.4079 0.160
H -2.1298 -1.5422 4.9539 0.139
H -2.4587 -1.2931 2.1951 0.132